1.
The following is a quantum chemistry calculation of 2 unconnected molecules or ions with the total composition C9H10ClNSi at a distorted geometry, from the Open Molecules 2025 dataset.

```
22
Properties=species:S:1:pos:R:3:forces:R:3
C 2.1182 -2.1861 -0.6527 -2.951 -1.900 0.566
C -3.3147 0.2539 -0.5637 4.230 -0.189 1.349
C -2.6096 1.4803 -0.7497 -0.851 0.636 -1.031
C -2.5245 -0.8318 0.0170 -0.497 1.391 -0.911
C -1.2996 1.7061 -0.3895 0.620 0.342 0.180
C -1.1893 -0.5119 0.4475 -1.615 -3.099 0.218
C -0.5857 0.7094 0.2463 0.514 -0.234 0.256
C 1.9868 0.1406 2.0671 4.121 3.402 -2.890
C 2.3962 -1.3052 -1.6439 3.479 1.176 2.740
N 1.6206 -2.9744 0.0493 0.728 0.207 0.428
Si 1.2239 0.8437 0.4977 0.991 -1.137 -1.040
Cl 1.9119 2.5970 -0.3271 0.043 -0.101 0.421
H -4.3250 0.2373 -0.8376 -1.192 -0.573 -0.461
H -3.0076 2.3254 -1.3499 -0.507 -0.781 0.685
H -2.8930 -1.9112 -0.0063 0.481 1.776 0.470
H -0.7265 2.6379 -0.5507 -1.019 -0.373 -0.316
H -0.6611 -1.3844 0.9237 -0.220 1.088 -0.601
H 2.3045 -0.8358 1.8760 0.035 -1.828 -0.030
H 3.0350 0.7656 2.2103 -2.886 -1.356 0.086
H 1.2437 0.3007 2.7427 -1.590 0.145 2.623
H 1.8256 -0.8695 -2.3517 -2.103 0.757 -2.052
H 3.4703 -1.1878 -1.6547 0.191 0.652 -0.689
```
Positions in Å, forces in eV/Å.

Summary:
HOMO-LUMO gap (alpha / beta)   7.171 / 5.900 eV
LUMO level (alpha / beta)   -0.82 / -1.11 eV
ΔE to the lowest compared entry with this formula, charge and spin   160.98 kJ/mol
HOMO level (alpha / beta)   -7.99 / -7.01 eV

2.
The following is a quantum chemistry calculation of a molecular structure, C9H10CrN2 at a distorted geometry, from the Open Molecules 2025 dataset.

```
22
Properties=species:S:1:pos:R:3:forces:R:3
C 0.0902 -1.5823 -1.2066 -0.261 -0.853 0.305
C -1.2056 -1.4465 -0.5661 0.127 -0.510 0.163
C -1.0876 -1.8446 0.8066 0.284 -1.028 -1.097
C 0.2770 -2.1939 1.0483 -0.577 -1.694 -1.281
C 0.9885 -2.1068 -0.2069 -0.340 -0.227 0.045
Cr 0.3631 0.0359 0.2677 1.793 1.650 2.526
C -1.2666 1.7074 -0.1399 -0.734 -0.586 1.360
C -0.3514 2.5879 -0.7918 1.782 -0.247 -2.005
C 0.6522 3.0581 -1.6300 -1.900 1.358 0.808
N 2.2554 0.2156 0.8684 -1.979 1.165 -4.286
H -1.9214 -2.0085 1.5012 0.535 0.569 -0.249
H -2.1475 -1.2080 -1.0854 0.659 0.168 0.414
H 0.6396 -2.6544 1.9797 0.002 0.744 -0.576
H 2.0446 -2.3874 -0.3853 -0.904 0.569 0.341
H 0.3245 -1.3402 -2.2595 -0.156 -0.257 0.800
H -2.1753 1.2340 -0.7090 1.655 1.125 0.535
H 2.2978 0.5501 -0.2821 0.504 -0.761 2.768
H -1.5718 1.6505 1.0491 1.278 0.810 -3.138
H 0.3176 4.1181 -2.4296 1.117 -2.899 1.967
H 1.8301 2.8208 -1.6186 -2.762 0.518 0.146
N -0.2906 0.4525 3.4693 0.153 -0.167 -1.308
C -0.0630 0.3417 2.3206 -0.278 0.554 1.759
```
Positions in Å, forces in eV/Å.

Summary:
2S+1   5
HOMO-LUMO gap (alpha / beta)   4.159 / 5.006 eV
Total charge   -2
LUMO level (alpha / beta)   5.99 / 5.92 eV
ΔE to the lowest compared entry with this formula, charge and spin   218.61 kJ/mol
HOMO level (alpha / beta)   1.83 / 0.91 eV

3.
The following is a quantum chemistry calculation of 2 unconnected molecules or ions with the total composition C9H10FN2O6 at a distorted geometry, from the Open Molecules 2025 dataset.

```
28
Properties=species:S:1:pos:R:3:forces:R:3
N 0.0621 -1.4008 -0.2571 0.061 1.460 -0.583
C -0.9862 -0.4852 -0.3396 0.221 -1.308 -0.190
C -2.2522 -0.9196 -0.7435 -0.780 0.647 -0.088
C -3.2710 0.0078 -0.7711 -0.571 0.366 0.180
C -4.7220 -0.3269 -1.1554 -0.717 -0.061 -0.381
O -5.1070 -0.3729 -2.2861 0.681 -0.159 0.739
O -5.5516 -0.5454 -0.0983 0.986 0.524 -0.474
C -3.0217 1.3569 -0.4011 0.236 0.181 -0.081
O -4.0296 2.2691 -0.4044 0.126 -0.335 -0.304
C -1.7608 1.7314 -0.0305 -0.187 -0.075 0.124
N -0.7867 0.7906 -0.0104 0.337 0.067 0.200
H 0.1897 -1.7867 -1.1918 0.026 -0.536 0.301
H 0.9196 -0.8906 -0.0448 0.226 -0.484 0.107
H -2.4544 -1.9487 -1.0311 0.308 0.162 0.172
H -5.1446 -0.1174 0.6712 -0.322 -0.327 0.235
H -3.7092 3.0678 -0.8454 -0.340 0.119 0.133
H -1.5134 2.7488 0.2639 0.091 -0.309 -0.030
H 0.1589 1.0548 0.2695 -0.083 0.191 -0.162
C 4.3286 -1.3628 0.5349 -0.075 -0.617 -0.051
C 4.9240 -0.4315 1.5589 0.646 -0.013 -0.099
O 4.5822 0.8531 1.0455 -0.626 -0.304 -0.004
C 3.4368 0.6931 0.3502 0.101 0.453 -0.142
O 2.7150 1.5771 0.0079 -0.339 -0.141 0.056
O 3.1862 -0.6145 0.0891 0.072 0.086 0.206
F 6.2647 -0.5440 1.6059 -0.069 0.086 0.051
H 4.9956 -1.5420 -0.3090 0.122 0.175 0.093
H 4.0341 -2.3202 0.9581 -0.240 0.097 -0.035
H 4.5130 -0.5412 2.5644 0.105 0.052 0.026
```
Positions in Å, forces in eV/Å.

Summary:
HOMO-LUMO gap   9.185 eV
Total charge   +1
LUMO level   -4.53 eV
HOMO level   -13.71 eV